No. 1
C43H38LiNO3P2 as an isolated structure, computed with ωB97M-V/def2-TZVPD.

Structure (ORCA input):
```
! wB97M-V def2-TZVPD RIJCOSX def2/J DEFGRID3
* xyz 0 1
Li -0.198 -0.784 1.189
C -1.740 -3.224 2.749
C -2.760 -2.731 1.720
C -3.312 -1.349 2.068
C -2.216 -2.804 0.280
C -2.281 -4.229 -0.263
O -1.005 -4.425 -0.906
C -0.219 -3.373 -0.567
N -0.776 -2.439 0.103
C 1.173 -3.495 -1.106
C 1.466 -4.702 -1.762
C 2.698 -4.930 -2.340
C 3.671 -3.945 -2.286
C 3.394 -2.754 -1.644
C 2.165 -2.501 -1.034
P 1.942 -0.861 -0.185
C 2.424 0.237 -1.570
C 3.137 1.418 -1.391
C 3.355 2.281 -2.460
C 2.850 1.982 -3.716
C 2.111 0.819 -3.900
C 1.897 -0.041 -2.835
C 3.366 -0.862 0.977
C 3.041 -1.070 2.319
C 4.030 -1.130 3.294
C 5.360 -0.958 2.941
C 5.696 -0.726 1.612
C 4.707 -0.676 0.639
H -2.206 -3.298 3.732
H -0.903 -2.532 2.866
H -1.335 -4.207 2.485
H -3.607 -3.426 1.731
H -2.563 -0.567 1.932
H -3.629 -1.300 3.111
H -4.161 -1.098 1.426
H -2.798 -2.124 -0.350
H -3.068 -4.382 -0.995
H -2.380 -4.968 0.533
H 0.707 -5.466 -1.817
H 2.894 -5.872 -2.837
H 4.641 -4.101 -2.743
H 4.154 -1.986 -1.622
H 3.503 1.688 -0.407
H 3.910 3.198 -2.301
H 3.020 2.656 -4.548
H 1.697 0.587 -4.874
H 1.317 -0.946 -2.987
H 2.002 -1.154 2.616
H 3.754 -1.288 4.330
H 6.133 -0.989 3.700
H 6.733 -0.579 1.330
H 4.996 -0.483 -0.386
O -0.841 -0.086 3.981
C -0.630 0.739 3.083
O 0.281 0.637 2.180
C -1.562 1.923 2.905
C -2.058 2.598 4.017
C -2.868 3.710 3.854
C -3.207 4.138 2.574
C -2.751 3.446 1.464
C -1.933 2.325 1.609
P -1.317 1.382 0.137
C -2.780 1.269 -0.983
C -2.537 0.821 -2.288
C -3.579 0.504 -3.149
C -4.896 0.602 -2.712
C -5.154 1.018 -1.414
C -4.107 1.349 -0.556
C -0.334 2.762 -0.605
C -0.709 3.472 -1.744
C 0.054 4.547 -2.192
C 1.195 4.930 -1.504
C 1.579 4.225 -0.369
C 0.831 3.143 0.072
H -1.781 2.240 5.003
H -3.236 4.248 4.720
H -3.832 5.015 2.443
H -3.029 3.784 0.471
H -1.509 0.708 -2.626
H -3.366 0.172 -4.158
H -5.714 0.353 -3.380
H -6.177 1.084 -1.061
H -4.329 1.666 0.455
H -1.611 3.205 -2.280
H -0.254 5.090 -3.081
H 1.780 5.777 -1.847
H 2.469 4.519 0.176
H 1.129 2.591 0.958
*
```

Calculated values
Calculated total energy   -71626.0710 eV
HOMO level   -7.732 eV


No. 2
C43H39AsIrN5O9S as an isolated structure, computed with ωB97M-V/def2-TZVPD.

Structure (ORCA input):
```
! wB97M-V def2-TZVPD RIJCOSX def2/J DEFGRID3
* xyz -1 2
Ir -0.066 -1.140 -0.073
C -4.096 -2.551 -2.062
O -4.834 -1.683 -1.199
C -4.475 -1.686 0.118
C -5.459 -1.772 1.057
C -5.171 -1.684 2.438
C -3.877 -1.510 2.825
C -2.815 -1.401 1.883
C -1.536 -1.186 2.459
N -0.377 -0.944 1.904
N 0.597 -0.794 2.881
C 1.689 -0.206 2.638
O 2.000 0.403 1.445
C 2.704 -0.061 3.706
C 3.782 0.805 3.537
C 4.730 0.942 4.540
C 4.616 0.210 5.711
C 3.547 -0.662 5.879
C 2.596 -0.800 4.884
C -3.091 -1.492 0.481
O -2.242 -1.378 -0.449
H -4.760 -2.785 -2.894
H -3.826 -3.476 -1.547
H -3.190 -2.067 -2.422
H -6.477 -1.902 0.709
H -5.965 -1.760 3.168
H -3.631 -1.444 3.880
H -1.507 -1.200 3.546
H 3.873 1.364 2.616
H 5.565 1.618 4.401
H 5.360 0.312 6.491
H 3.460 -1.245 6.787
H 1.765 -1.482 4.996
C -0.201 5.601 -2.090
C 0.864 5.413 -1.047
C 1.568 6.492 -0.530
C 2.546 6.325 0.441
C 2.816 5.052 0.917
C 2.120 3.958 0.427
C 1.156 4.131 -0.563
N 0.418 3.052 -1.097
C 0.684 1.716 -0.794
N 1.956 1.349 -1.107
C 2.639 0.152 -0.805
C 2.609 -0.381 0.481
C 3.243 -1.579 0.770
C 3.966 -2.210 -0.228
C 4.065 -1.643 -1.489
C 3.388 -0.471 -1.802
C 3.384 0.076 -3.200
N -0.222 0.922 -0.338
C -1.519 1.482 -0.065
C -2.512 1.315 -1.028
C -3.795 1.773 -0.785
C -4.086 2.398 0.421
C -3.090 2.572 1.366
C -1.789 2.122 1.144
C -0.724 2.355 2.182
H -0.219 6.633 -2.439
H -1.195 5.369 -1.696
H -0.034 4.946 -2.947
H 1.345 7.484 -0.904
H 3.086 7.181 0.823
H 3.562 4.903 1.688
H 2.313 2.969 0.823
H -0.568 3.233 -1.217
H 2.408 1.969 -1.758
H 3.159 -2.025 1.752
H 4.438 -3.160 -0.018
H 4.622 -2.149 -2.268
H 3.961 -0.569 -3.859
H 3.818 1.080 -3.253
H 2.364 0.117 -3.591
H -2.261 0.774 -1.930
H -4.571 1.608 -1.520
H -5.094 2.736 0.631
H -3.319 3.052 2.311
H -1.127 2.209 3.185
H -0.342 3.378 2.122
H 0.120 1.681 2.046
O 1.883 -4.445 -1.275
As 0.209 -4.425 -0.732
O -0.141 -5.881 -0.092
O -0.006 -3.138 0.330
C -0.879 -4.221 -2.352
C -1.718 -5.321 -2.539
C -2.534 -5.421 -3.654
C -2.510 -4.426 -4.620
C -1.677 -3.333 -4.456
C -0.879 -3.218 -3.323
S 0.086 -1.716 -3.242
O 0.772 -1.610 -4.512
O -0.840 -0.635 -2.961
O 1.016 -1.933 -2.098
H 2.031 -3.584 -1.701
H -1.698 -6.099 -1.785
H -3.179 -6.283 -3.774
H -3.135 -4.500 -5.502
H -1.635 -2.550 -5.202
*
```

Calculated values
Energy above the lowest of the compared OMol25 structures with the same formula, charge and spin   0.0 kcal/mol
Calculated total energy   -145617.4053 eV
HOMO level (spin up / spin down)   -4.153 / -4.603 eV


No. 3
C43H39BiClN5O2Si as an isolated structure, computed with ωB97M-V/def2-TZVPD.

Structure (ORCA input):
```
! wB97M-V def2-TZVPD RIJCOSX def2/J DEFGRID3
* xyz 0 1
Bi -0.075 0.262 -0.426
Cl 0.561 3.104 6.630
C 0.220 2.693 4.977
C -1.099 2.673 4.520
C -1.353 2.337 3.215
C -0.337 1.975 2.299
O -0.732 1.711 1.080
C 1.001 1.990 2.787
C 2.182 1.597 2.056
N 2.204 0.999 0.930
C 3.391 0.468 0.421
C 4.336 -0.111 1.243
C 5.511 -0.680 0.726
C 5.761 -0.665 -0.616
C 4.814 -0.104 -1.500
C 5.006 -0.059 -2.899
C 4.039 0.479 -3.698
C 2.846 0.928 -3.100
N 2.642 0.916 -1.808
C 3.605 0.437 -0.992
C 1.239 2.373 4.122
H -1.913 2.906 5.194
H -2.368 2.327 2.837
H 3.127 1.823 2.567
H 4.156 -0.147 2.310
H 6.216 -1.140 1.407
H 6.672 -1.087 -1.023
H 5.920 -0.466 -3.317
H 4.172 0.553 -4.768
H 2.026 1.294 -3.708
H 2.258 2.382 4.492
C -2.295 3.994 -1.564
Si -0.582 3.297 -1.964
C 0.118 4.048 -3.568
C 0.632 3.905 -0.660
N -0.681 1.554 -2.105
C -1.256 0.920 -3.196
C -1.984 1.626 -4.174
C -2.567 1.007 -5.264
C -2.451 -0.363 -5.443
C -1.724 -1.090 -4.517
C -1.143 -0.468 -3.426
O -0.320 -1.213 -2.570
C -0.733 -2.460 -2.125
C 0.281 -3.358 -1.818
C -0.039 -4.600 -1.297
C -1.365 -4.945 -1.077
C -2.370 -4.038 -1.386
C -2.063 -2.795 -1.914
H -2.273 5.084 -1.479
H -2.630 3.589 -0.606
H -3.044 3.735 -2.314
H -0.202 5.090 -3.660
H -0.185 3.529 -4.479
H 1.209 4.046 -3.530
H 1.064 4.850 -0.997
H 1.448 3.199 -0.514
H 0.150 4.078 0.301
H -2.099 2.693 -4.058
H -3.116 1.607 -5.979
H -2.914 -0.855 -6.287
H -1.598 -2.159 -4.634
H 1.310 -3.063 -1.987
H 0.754 -5.301 -1.068
H -1.611 -5.917 -0.669
H -3.405 -4.296 -1.205
H -2.841 -2.078 -2.141
C 0.151 -2.856 2.088
N -0.633 -1.899 1.317
C -1.903 -1.889 1.458
C -2.747 -1.019 0.707
C -4.133 -0.905 0.762
C -4.498 0.056 -0.188
C -3.322 0.487 -0.786
N -2.261 -0.165 -0.264
C 0.012 -2.697 3.585
C -0.442 -3.734 4.390
C -0.547 -3.566 5.765
C -0.209 -2.355 6.347
C 0.236 -1.309 5.548
C 0.348 -1.484 4.179
H 1.198 -2.710 1.808
H -0.125 -3.877 1.803
H -2.412 -2.551 2.170
H -4.790 -1.452 1.421
H -5.495 0.393 -0.421
H -3.191 1.220 -1.566
H -0.719 -4.682 3.942
H -0.899 -4.382 6.383
H -0.294 -2.216 7.417
H 0.492 -0.358 6.000
H 0.681 -0.668 3.550
*
```

Calculated values
Energy above the lowest of the compared OMol25 structures with the same formula, charge and spin   0.0 kcal/mol
Calculated total energy   -83012.0554 eV
HOMO level   -7.469 eV


Across the entries above, maximum force takes the values 0.8; 1.0; 0.7 eV/Å, respectively.